Record 1
Formula: C26H76CuO24
Source: the OMol25 dataset
Level of theory: wB97M-V/def2-TZVPD

ORCA input file:
```
! RIJCOSX wB97M-V def2-TZVPD def2/J DEFGRID3
* xyz 0 2
Cu 0.6287 -0.4987 -0.2682
C 4.7113 -2.5965 0.1344
C 3.7541 -1.7120 0.9808
O 2.5817 -1.4293 0.3187
H 4.1823 -3.5379 -0.0143
H 5.5804 -2.8203 0.7530
H 4.9797 -2.1672 -0.8309
H 4.2419 -0.7535 1.1580
H 3.5466 -2.1051 1.9760
C -2.7203 -2.9269 1.9518
C -2.2879 -1.8946 0.9380
O -0.9673 -1.5228 0.9973
H -2.7857 -2.4919 2.9491
H -2.0801 -3.7893 2.1369
H -3.7520 -3.2588 1.8353
H -2.8858 -0.9851 0.9951
H -2.4828 -2.3867 -0.0148
C 1.1719 -2.9599 4.4577
C 0.8266 -1.5639 3.9873
O -0.6093 -1.3072 3.9730
O 0.7149 -3.1934 5.8003
H 2.2527 -3.1012 4.4712
H 0.8202 -3.7267 3.7675
H 1.2476 -1.3628 3.0022
H 1.3139 -0.8093 4.6047
H -0.9394 -1.5177 3.0964
H -0.2369 -3.0791 5.7488
C -2.6860 -4.7819 -2.5178
C -3.5160 -4.7815 -1.2687
O -4.4471 -5.7379 -1.1283
O -3.4262 -4.5423 -3.6192
H -2.3165 -5.8042 -2.4379
H -1.9523 -3.9777 -2.4632
H -4.0703 -3.8792 -1.0105
H -2.7308 -4.9040 -0.5226
H -5.1167 -5.2756 -0.6189
H -3.8862 -5.3382 -3.8957
C 0.5567 2.4269 0.3324
C -0.8500 2.2682 -0.3229
O -0.9492 1.0518 -0.9660
O 0.7071 1.2587 1.0566
H 0.7526 3.3197 0.9262
H 1.3062 2.6242 -0.4341
H -1.0418 3.1146 -0.9823
H -1.5502 2.2549 0.5124
H -1.8509 0.7449 -1.0858
H 0.5268 1.5529 1.9524
C -4.7411 1.7652 4.5658
C -4.4150 0.6007 3.5683
O -3.1354 0.6794 3.0192
O -3.6275 1.9096 5.4304
H -5.5256 1.3858 5.2205
H -4.8434 2.6327 3.9137
H -5.2074 0.5672 2.8206
H -4.3224 -0.3792 4.0366
H -2.8111 -0.2209 2.9415
H -2.9024 1.7972 4.8114
C 0.1699 -1.3830 -3.1283
C 1.5006 -0.4902 -3.2185
O 1.4727 0.3907 -2.0679
O 0.4924 -2.1311 -1.9839
H 0.0298 -2.0635 -3.9682
H -0.6355 -0.6537 -3.0419
H 1.6514 -0.0634 -4.2101
H 2.3665 -1.1489 -3.2845
H 1.5810 1.2095 -2.5572
H 1.2509 -2.6479 -2.2653
C -1.1145 2.3214 -4.5381
C -1.5673 3.7459 -4.1439
O -2.8034 4.1534 -4.6352
O -0.4916 2.1910 -5.8709
H -1.8586 1.5285 -4.4631
H -0.3232 2.0007 -3.8605
H -0.7676 4.4311 -4.4251
H -1.7510 3.8879 -3.0789
H -2.7510 4.8181 -5.3259
H -0.7013 1.3217 -6.2202
C 0.2083 2.2446 4.7863
C 1.3976 1.7467 5.7156
O 1.7845 2.8475 6.5946
O 0.0936 1.4670 3.6164
H 0.4469 3.2168 4.3552
H -0.7874 2.2110 5.2286
H 2.3019 1.3805 5.2296
H 1.2107 0.8498 6.3061
H 2.4749 2.6037 7.2155
H -0.2901 0.5875 3.6449
C 2.9434 2.6912 -4.0466
C 3.1564 3.6280 -5.3240
O 2.1633 3.4714 -6.3121
O 1.9315 3.1252 -3.0675
H 3.8778 2.5992 -3.4928
H 2.6974 1.6950 -4.4141
H 4.0119 3.0753 -5.7124
H 3.4527 4.6479 -5.0788
H 1.3760 3.3700 -5.7723
H 2.1850 3.9408 -2.6291
C -3.9023 2.8813 0.8193
C -4.7202 3.7250 -0.2710
O -4.7938 5.0820 0.2040
O -3.8417 1.4672 0.5043
H -4.3980 2.9959 1.7833
H -2.9384 3.3289 1.0616
H -5.5469 3.1225 -0.6475
H -4.0797 3.8074 -1.1491
H -4.7202 5.6663 -0.5541
H -3.4044 0.9980 1.2186
C 5.9300 2.3009 -0.4760
C 4.7980 2.0302 0.5228
O 3.7024 1.4286 -0.0723
O 6.1583 1.0505 -1.1886
H 6.9308 2.5456 -0.1201
H 5.6923 2.9564 -1.3138
H 4.6319 2.9421 1.0964
H 5.1809 1.2944 1.2300
H 3.6975 0.4762 0.0476
H 5.2803 0.9270 -1.5564
C 1.1304 -5.0489 -0.5553
C 2.0650 -4.8825 -1.8277
O 2.4218 -3.6293 -2.0612
O -0.1648 -4.7022 -0.9248
H 1.2969 -4.4731 0.3552
H 1.1562 -6.1041 -0.2833
H 1.7026 -5.2888 -2.7720
H 3.0127 -5.3889 -1.6448
H 2.8684 -3.2689 -1.2916
H -0.2675 -3.8913 -1.4283
*
```

Calculated values
DFT total energy: -4482.00713 hartree
Molecular weight: 836.4 g mol⁻¹
HOMO-LUMO gap (spin up / spin down): 8.14 / 6.09 eV
LUMO energy (spin up / spin down): 0.0 / -1.8 eV
ΔE to the lowest compared entry with this formula, charge and spin: 319.48 kJ/mol

Record 2
Formula: C26H76N2O11
Source: the OMol25 dataset
Level of theory: wB97M-V/def2-TZVPD

ORCA input file:
```
! RIJCOSX wB97M-V def2-TZVPD def2/J DEFGRID3
* xyz 0 1
C -0.9679 -4.9352 -0.9462
C -0.5145 -3.5700 -0.3818
O -1.7341 -2.8451 -0.3547
H -1.6731 -5.4290 -0.2780
H -0.0972 -5.5834 -1.0567
H -1.4339 -4.8558 -1.9279
H 0.1991 -3.1243 -1.0769
H -0.0465 -3.6876 0.5966
H -1.4691 -1.9601 -0.0788
C 2.7657 -4.3037 -0.3015
C 3.6833 -4.4690 0.9343
O 3.0693 -4.0158 2.0972
H 2.4088 -3.2748 -0.3555
H 1.8972 -4.9621 -0.2821
H 3.2605 -4.4900 -1.2553
H 4.5381 -3.7946 0.8706
H 4.0900 -5.4767 1.0326
H 2.2877 -4.4986 2.3782
C 4.4452 1.7477 0.4383
C 3.7227 2.8625 -0.3385
O 3.6536 2.5670 -1.7299
H 4.8250 2.0941 1.3997
H 5.3275 1.4455 -0.1270
H 3.8343 0.8507 0.5418
H 4.3494 3.7427 -0.1859
H 2.7524 3.1643 0.0572
H 2.8342 2.0637 -1.8275
C 0.8332 -0.4389 0.9670
C -0.2225 0.6232 0.6512
O -1.3582 -0.0041 0.1038
H 0.6047 -0.9162 1.9215
H 1.8337 -0.0369 1.1263
H 0.8107 -1.2093 0.1968
H 0.2025 1.3077 -0.0867
H -0.4871 1.3046 1.4618
H -2.0756 0.6399 0.1057
C 1.7995 0.4147 5.4775
C 1.2367 1.4087 4.4843
O 1.1563 2.7060 5.0283
H 2.8633 0.1864 5.4179
H 1.3928 -0.5330 5.1176
H 1.4934 0.5878 6.5084
H 0.2037 1.1511 4.2414
H 1.8708 1.4665 3.5973
H 0.6030 3.2651 4.4719
C -1.9140 -1.8433 4.0029
C -1.4802 -3.0684 3.1866
O -1.0584 -4.1224 4.0512
H -1.0815 -1.3927 4.5455
H -2.6406 -2.0960 4.7764
H -2.3198 -1.0307 3.3998
H -0.6144 -2.8133 2.5769
H -2.3546 -3.3161 2.5832
H -1.8152 -4.2835 4.6211
C 0.7908 4.1283 1.7100
C -0.4908 4.4292 2.4813
O -0.1798 4.7264 3.7940
H 1.2496 3.2509 2.1663
H 1.5333 4.9132 1.5697
H 0.4272 3.8994 0.7067
H -1.1165 3.5341 2.4795
H -1.0322 5.2106 1.9457
H -0.8310 5.3289 4.1613
C 5.2450 -0.7365 4.3997
C 5.2763 -1.4607 3.0685
O 4.0360 -1.2866 2.4331
H 5.0436 0.3267 4.2652
H 6.1763 -0.8330 4.9600
H 4.4873 -1.0985 5.0951
H 5.5101 -2.5136 3.2372
H 6.0933 -1.1018 2.4411
H 3.5177 -2.0940 2.4969
C -5.6343 1.0850 1.5810
C -4.2069 0.6404 1.3748
O -3.5848 1.6527 0.5830
H -6.2326 0.3910 2.1727
H -6.1349 1.1779 0.6170
H -5.6263 2.0209 2.1396
H -4.1576 -0.2904 0.8073
H -3.7078 0.4704 2.3279
H -4.0904 1.8351 -0.2132
C -4.4379 0.9796 -6.4995
C -4.1030 -0.4136 -5.9723
C -4.8643 -0.7145 -4.6419
O -4.4656 0.0090 -3.5085
C -3.1621 -0.4008 -3.0470
N -4.5900 -1.3409 -6.9878
H -3.8394 1.6870 -5.9213
H -5.4767 1.3087 -6.4770
H -4.0876 1.1254 -7.5221
H -3.0325 -0.5359 -5.8089
H -4.8493 -1.7855 -4.4292
H -5.9173 -0.4621 -4.7771
H -3.1339 -1.3493 -2.5091
H -2.8445 0.3886 -2.3653
H -2.3979 -0.4313 -3.8245
H -4.3004 -0.9960 -7.8926
H -5.5938 -1.2114 -6.9739
C -0.5957 3.3973 -4.3437
C 0.4317 2.9517 -3.3465
C 0.9476 1.4985 -3.5549
O 1.5832 1.0129 -2.3625
C 1.9327 -0.3557 -2.3947
N 1.5300 3.9138 -3.4526
H -1.0776 4.3396 -4.0842
H -1.4595 2.7294 -4.3047
H -0.2350 3.4086 -5.3722
H 0.0026 2.9167 -2.3439
H 1.6564 1.4554 -4.3847
H 0.1364 0.8084 -3.7960
H 1.0954 -1.0509 -2.4733
H 2.4251 -0.6507 -1.4683
H 2.6398 -0.3959 -3.2249
H 2.2389 3.6333 -2.7862
H 1.9938 3.7051 -4.3281
*
```

Calculated values
DFT total energy: -1973.19332 hartree
Molecular weight: 592.9 g mol⁻¹
HOMO-LUMO gap: 9.76 eV
SMILES: COC[C@H](C)N.COC[C@H](C)N.CCO.CCO.CCO.CCO.CCO.CCO.CCO.CCO.CCO
LUMO energy: 0.4 eV
ΔE to the lowest compared entry with this formula, charge and spin: 0.00 kJ/mol

| no. | F_max (eV/Å) |
| --- | --- |
| 1 | 4.4 |
| 2 | 2.5 |